DFT (the ωB97M-V functional and the def2-TZVPD basis) results for a 5-piece molecular cluster, CH11NO4 overall at a distorted geometry.

Output
SMILES: C=N.O.O.O.O
ΔE to the lowest compared entry with this formula, charge and spin, kJ/mol: 204.3
E_HOMO, eV: -9.404
Lowest unoccupied orbital energy, Eh: 0.0244
Strongest force on any atom, eV/A: 5.11

```
! RIJCOSX wB97M-V def2-TZVPD def2/J DEFGRID3
* xyz 0 1
O -1.7463 -3.7252 -1.8938
C 0.7918 4.1130 3.3956
H -0.7423 5.3875 3.1637
O 0.6529 -2.6550 -2.0114
H -1.6891 -4.1171 -1.0352
H 0.1648 -0.9226 -0.2181
O -0.7478 -0.8912 -0.0751
H 1.6612 0.2850 -2.5530
H 0.8695 -0.8781 -2.2398
H -2.4504 -3.0077 -1.7204
H 0.8484 4.1781 4.4944
H -0.1899 -3.2056 -2.0547
O 1.0680 -0.0247 -1.8600
H 1.0343 -2.6781 -1.2036
N -0.1565 4.7114 2.8294
H -0.8642 0.0102 0.0883
H 1.4956 3.4201 2.8936
*
```

DFT (the ωB97M-V functional and the def2-TZVPD basis) results for one molecule with the formula C4H12N2O at a distorted geometry.

Output
SMILES: NCC[C@H](N)CO
ΔE to the lowest compared entry with this formula, charge and spin, kJ/mol: 145.6
E_HOMO, eV: -9.292
Lowest unoccupied orbital energy, Eh: 0.0287
Strongest force on any atom, eV/A: 1.72

```
! RIJCOSX wB97M-V def2-TZVPD def2/J DEFGRID3
* xyz 0 1
H -0.3656 1.9997 -2.3804
H -1.1033 -1.3651 1.9150
H 1.4205 -1.6668 2.2677
H 0.1110 -0.5228 -1.9446
C 0.0199 -1.1099 0.0777
H -1.2513 1.4044 -0.0969
N 0.8415 -0.8674 2.4679
H -0.6401 0.2437 1.6062
H -2.0265 0.1604 -1.0773
H 0.9575 -1.6227 -0.0391
H 1.3794 1.4636 -1.5459
H -0.7041 -1.8553 -0.2717
C 0.0969 -0.0059 -0.9748
H 1.3950 -0.0315 2.4433
N 1.3341 0.7576 -0.8177
H 1.2522 1.2496 0.0718
O -1.2595 1.6769 -2.1822
C -1.1871 0.8562 -1.0549
C -0.2706 -0.7646 1.5361
*
```

DFT (the ωB97M-V functional and the def2-TZVPD basis) results for a 3-piece molecular cluster, C16H28BClFNO8P overall.

Output
E_HOMO, eV: -4.836
Lowest unoccupied orbital energy, Eh: 0.0914
Strongest force on any atom, eV/A: 0.72

```
! RIJCOSX wB97M-V def2-TZVPD def2/J DEFGRID3
* xyz -1 1
H -1.0279 1.7146 2.0993
C 2.1195 1.4859 -0.7882
C -1.0637 0.8783 1.4040
H 1.8994 -3.5412 0.4849
H 2.7057 0.5841 1.8930
C 3.6070 0.6863 1.2923
H -5.8352 4.2754 1.0589
O -0.3671 -4.9500 -0.2157
O -4.8378 4.8790 -2.6589
H -6.5022 2.6543 0.8528
O -0.0641 1.3192 -1.4592
H -0.1429 -1.6272 -1.3281
H 2.1816 2.4196 -1.3835
C 3.0870 -5.4027 0.4408
H -1.3497 -0.0084 1.9808
H -6.9943 4.6863 -1.0147
H 3.8513 -5.4020 1.2155
C 3.3850 1.5591 0.0735
H -4.4292 1.8649 -0.1845
B 0.8805 0.6883 -2.4963
H 3.7105 -1.0264 -0.0399
F 3.4939 2.9219 0.4549
H 4.3554 1.2042 1.9045
H -6.7456 3.0229 -1.5724
C 1.8432 -4.5842 0.7835
H 2.4043 -7.3646 1.1157
C 0.7409 -5.3116 0.0380
O 2.0997 0.3940 -1.6621
C 2.4981 -6.7859 0.1924
H 1.6012 -4.6227 1.8472
C -6.3083 3.8442 -1.0020
C -5.8672 3.4101 0.3954
H 5.2662 -0.5665 0.6743
H 4.2204 1.3603 -0.6109
H 0.4268 -0.3473 -2.9598
H 4.0197 -1.4222 1.6348
Cl 0.7403 3.7556 1.9317
H -3.7648 3.0383 0.9643
H -1.4403 -0.6145 -0.7318
O 1.1816 -6.5517 -0.3258
C -0.6881 -1.3369 -0.4259
P 0.2837 3.3983 -0.0946
H -1.7219 3.9086 -0.6719
O -3.9719 3.7144 -0.9590
C 0.3267 -0.7571 0.5198
C -4.4503 2.9096 0.1318
C 4.1945 -0.6684 0.8694
C 0.6424 1.5571 -0.2716
O -1.3537 3.3958 0.0587
O 1.1194 -1.4722 1.0985
C -4.9984 4.2284 -1.6707
H 1.1414 1.5300 -3.3577
H -1.1234 -2.2392 0.0085
H -1.8320 1.0563 0.6498
N 0.2689 0.6525 0.8306
H 3.5345 -5.0197 -0.4769
H 3.0495 -7.3748 -0.5377
*
```

DFT (the ωB97M-V functional and the def2-TZVPD basis) results for an isolated ion of composition C10H25ClFINO3P2 and charge -1 at a distorted geometry.

Output
ΔE to the lowest compared entry with this formula, charge and spin, kJ/mol: 659.5
E_HOMO, eV: -5.130
Lowest unoccupied orbital energy, Eh: 0.1048
Strongest force on any atom, eV/A: 5.57

```
! RIJCOSX wB97M-V def2-TZVPD def2/J DEFGRID3
* xyz -1 1
C -2.3366 -1.9432 3.1577
P -1.8693 -1.3686 0.5872
H -1.9871 -0.8800 5.1991
O -1.4428 -2.2464 2.0295
C -0.1842 -0.7307 -0.1547
C 0.9561 -1.9113 -0.0983
C 1.4231 3.1339 -0.2141
H 1.4417 2.2714 -2.3247
H 0.2421 3.0610 -0.3677
H -2.5978 0.3043 3.8662
C -1.8911 -0.6147 4.0392
H 0.0711 0.2323 0.4662
H 3.9640 1.0493 -2.0807
P 2.7667 -1.2678 -0.2063
F 3.3857 -2.7352 0.6008
H -2.5493 -0.4174 -1.7295
H 1.0284 5.3603 -0.5299
H -0.4227 -0.3495 -1.2572
H -3.4458 -1.8927 2.7640
O -2.7083 -0.0246 0.8796
H 4.1477 -0.7892 -0.2957
H -0.7688 -0.2966 3.8802
N 2.1707 0.1253 -1.1446
H 3.7452 1.4879 -0.2331
H 1.4957 4.8640 1.3234
H -4.9482 -2.4200 -1.6111
H 2.8842 3.4718 -2.0689
H -2.0711 -1.9650 -2.6943
C -2.8560 -1.5581 -1.8922
I 3.1373 -2.4972 -2.3603
H -4.4287 -2.1809 -3.4611
O -2.6160 -2.3424 -0.6517
H -2.2417 -2.8657 3.9093
H 2.0251 -0.2222 -2.1391
C 2.2655 2.6305 -1.5413
Cl 2.5925 -0.2798 1.6675
H 0.8532 -2.6326 0.8469
H 0.7411 -2.6187 -1.0352
H 2.8457 4.9243 -0.0276
C -4.4209 -1.6908 -2.3935
C 1.7128 4.7177 0.1820
H -4.9540 -0.6473 -2.4203
H 1.6763 2.4960 0.7592
C 3.1685 1.2585 -1.2250
*
```

DFT (the ωB97M-V functional and the def2-TZVPD basis) results for a 2-piece molecular cluster, C11H24N3 overall at a distorted geometry.

Output
ΔE to the lowest compared entry with this formula, charge and spin, kJ/mol: 396.5
E_HOMO (spin up / spin down), eV: -11.226 / -11.227
Lowest unoccupied orbital energy (spin up / spin down), Eh: -0.1634 / -0.1634
Strongest force on any atom, eV/A: 5.43

```
! RIJCOSX wB97M-V def2-TZVPD def2/J DEFGRID3
* xyz 1 1
C -2.7456 1.4148 -1.1157
H 0.7625 1.0068 2.4856
N 3.7649 0.4168 -0.5787
H -0.7205 1.4044 3.4169
H -1.5774 -0.1172 1.9440
C -1.1744 0.6833 1.4932
C 0.1617 1.5187 -0.4226
H -3.0042 -1.2777 0.2939
H -2.2302 -1.9482 -1.2048
C -0.6968 0.3452 0.0510
H -2.1728 2.2802 -1.3947
H -0.4812 -3.2368 1.7167
H 1.0946 -0.9329 -2.2175
C 1.8347 -0.7966 -1.4192
C -0.2682 1.3974 2.4519
H 5.7104 -0.0100 -0.7980
H 1.9414 -1.7010 -0.7566
H 1.2618 -3.4041 1.3590
H 0.1220 -0.9550 1.7744
C -2.7350 -1.1212 -0.8271
H 0.0152 -3.5265 0.0944
H -3.5989 -1.0314 -1.4985
N -0.0925 -0.8588 -0.1305
C 0.2715 -2.9596 0.9474
H -3.2810 1.1799 -2.0043
H -3.4838 1.5718 -0.2239
H 5.1720 1.1302 0.5315
H 1.1376 1.2127 -0.1759
N 0.0073 -1.5740 0.8873
C 2.8133 0.1134 -1.4767
H 2.7188 1.0420 -2.0914
C -1.9397 0.1406 -0.9862
H -0.1720 2.4433 2.1907
H -0.0634 2.4007 0.1179
H 0.1568 1.7096 -1.5543
H -1.3972 0.0599 -1.9472
C 4.9544 0.5027 -0.2425
H -2.0661 1.4763 1.3104
*
```

Computed energy, in the same sequence as the records: -10893.9080, -9369.6850, -60125.6896, -60326.1768, -16254.2039 eV.